No. 1
DFT (ωB97M-V/def2-TZVPD) results for a cluster of 3 separate species, C33H43O10P in total.

XYZ file:
```
87
Properties=species:S:1:pos:R:3:forces:R:3:mulliken_charge:R:1
C -0.648 0.405 5.360 0.10 0.86 0.00 -0.56
C 0.965 0.347 5.001 0.28 -1.14 0.46 -0.54
P 1.414 2.026 4.195 -0.26 0.31 -0.45 0.03
C 3.156 2.530 4.810 0.80 -0.87 -0.51 -0.92
C 1.602 1.628 2.306 1.05 -1.59 -3.37 0.09
C 2.722 0.440 1.957 -2.14 1.78 -4.02 -0.37
C 2.935 0.016 0.387 -1.60 1.46 0.17 0.21
C 2.086 0.745 -0.856 -0.70 0.98 3.85 0.18
C 0.991 1.908 -0.447 1.69 -1.39 1.51 -0.67
C 0.694 2.385 1.123 3.18 -3.24 -0.87 0.66
C -0.417 3.507 1.566 -0.82 -0.16 0.50 -0.23
C -1.619 3.763 0.480 0.37 1.59 -6.91 0.42
O -1.467 4.136 -0.800 -0.71 -2.41 8.87 -0.54
O -3.029 3.623 0.950 2.11 -3.31 -0.01 -0.27
C -3.405 2.197 1.062 1.00 -4.43 -3.55 0.57
C -4.172 1.763 2.480 -0.06 0.43 -0.81 -0.74
O -3.129 1.277 0.102 -1.55 6.52 6.39 -0.51
C 2.358 0.235 -2.426 0.27 2.31 -3.33 0.13
O 2.381 1.048 -3.486 -0.42 -5.00 6.70 -0.53
C 2.648 -1.406 -2.566 2.17 0.00 4.19 -0.45
C 3.430 -2.054 -1.438 -1.83 1.29 -3.15 0.34
C 3.683 -3.698 -1.538 -1.47 1.37 1.58 -0.44
C 2.149 -4.362 -1.505 -0.66 -4.30 -3.69 -0.08
O 1.924 -5.379 -2.350 1.06 6.29 5.32 -0.45
C 0.930 -3.806 -0.549 -3.52 2.03 2.15 0.48
C -0.173 -2.745 -1.223 -0.87 -0.70 3.35 -0.10
C -1.452 -2.165 -0.364 1.75 -2.00 1.95 -0.37
C -1.743 -2.578 1.227 4.62 -2.09 -2.57 -0.36
C -0.615 -3.601 1.900 -0.45 1.52 -3.43 -0.37
C 0.674 -4.197 1.023 -1.70 1.97 -1.74 -0.33
C 3.982 -1.186 -0.120 3.71 -0.09 1.88 -0.09
O 5.183 -1.408 0.454 -7.79 1.10 -3.60 -0.56
H -0.808 0.818 6.464 0.41 -1.03 -2.37 0.26
H -1.201 -0.628 5.236 1.19 2.16 0.20 0.26
H -1.103 1.253 4.654 0.66 -2.10 1.43 0.00
H 1.245 -0.535 4.256 -0.76 1.75 1.67 0.27
H 1.598 0.208 6.001 -1.31 0.28 -2.22 0.36
H 3.938 1.746 4.385 -1.30 1.95 0.90 0.25
H 3.170 2.442 5.977 -0.11 0.43 -2.24 0.34
H 3.348 3.631 4.414 -0.22 -2.47 1.00 0.29
H 3.339 -0.090 2.814 -1.45 1.24 -2.08 0.32
H 0.403 2.402 -1.359 1.34 -1.10 2.40 0.23
H -0.946 3.149 2.573 1.28 0.73 -2.24 0.16
H 0.045 4.577 1.809 -0.84 -2.38 -0.76 0.37
H -3.509 0.946 3.023 -1.24 1.92 -1.20 0.15
H -5.210 1.259 2.229 2.25 1.09 0.29 0.33
H -4.365 2.723 3.134 0.59 -2.06 -1.31 0.25
H 2.236 -1.996 -3.491 1.08 1.32 1.92 0.49
H 4.176 -4.014 -0.517 -0.71 0.52 -2.17 0.31
H 4.299 -4.018 -2.481 -1.45 0.53 1.94 0.28
H -0.057 -2.375 -2.352 -0.26 -1.02 2.85 0.30
H -2.250 -1.405 -0.823 2.19 -1.87 0.83 0.23
H -2.670 -2.175 1.843 2.26 -0.94 -1.54 0.32
H -0.797 -3.870 3.043 0.76 0.38 -2.80 0.28
H 1.457 -4.936 1.529 -2.02 1.80 -1.09 0.26
C -3.220 6.960 0.695 0.01 -0.24 -0.02 -0.83
O -2.719 6.937 2.028 -0.05 0.40 -0.13 -0.17
C -2.250 8.220 2.452 -0.25 -0.38 0.46 -0.63
C -3.269 8.912 3.362 0.05 0.25 -0.61 -0.53
O -4.457 9.258 2.643 0.11 -0.46 0.22 -0.38
C -5.524 8.351 2.895 0.07 0.15 -0.06 -0.67
H -3.753 6.023 0.513 0.15 0.10 0.10 0.17
H -3.912 7.788 0.532 0.03 0.07 0.05 0.47
H -2.386 7.029 -0.010 -0.07 0.05 -0.10 0.31
H -2.000 8.850 1.590 -0.14 -0.03 0.07 0.38
H -1.330 8.049 3.021 -0.02 0.06 0.01 0.36
H -2.835 9.847 3.728 0.03 -0.02 0.01 0.38
H -3.506 8.289 4.232 0.03 -0.05 -0.13 0.32
H -5.927 8.524 3.898 -0.05 -0.10 0.03 0.33
H -5.202 7.309 2.804 0.02 0.07 0.02 0.25
H -6.313 8.536 2.164 0.12 0.10 0.04 0.25
C 1.783 -6.781 -8.349 -0.31 0.01 -0.01 -0.74
O 0.805 -7.611 -7.731 0.54 -0.09 0.02 -0.37
C 1.344 -8.874 -7.326 -0.49 0.24 0.39 -0.46
C 1.619 -8.903 -5.820 0.58 0.10 -0.35 -0.54
O 2.677 -8.007 -5.467 -0.46 -0.05 -0.25 -0.39
C 2.192 -6.796 -4.897 -0.01 -0.20 0.14 -0.67
H 1.372 -5.772 -8.434 -0.06 -0.17 0.03 0.25
H 2.705 -6.731 -7.766 0.02 -0.07 0.03 0.32
H 2.000 -7.155 -9.354 0.12 0.03 -0.02 0.33
H 2.249 -9.115 -7.897 -0.01 0.08 0.13 0.32
H 0.588 -9.631 -7.561 0.04 -0.01 0.02 0.36
H 1.948 -9.909 -5.543 -0.03 -0.03 -0.02 0.39
H 0.710 -8.679 -5.250 0.04 0.06 -0.13 0.32
H 1.838 -6.984 -3.878 0.01 0.09 -0.23 0.37
H 1.383 -6.363 -5.492 0.02 -0.05 0.00 0.31
H 3.015 -6.081 -4.856 0.01 -0.17 0.03 0.24
```
Forces are in eV/Å.

Results
ΔE to the lowest compared entry with this formula, charge and spin   547.0 kcal per mole
E_LUMO   -0.0685 Ha
SMILES   CCP(C)c1cc2c(cc1CC(=O)OC(C)=O)C(=O)C=C(CC(=O)c1ccccc1)C2=O.COCCOC.COCCOC
Calculated total energy   -2375.9246 Eh
Gap between HOMO and LUMO   7.01 eV


No. 2
DFT (ωB97M-V/def2-TZVPD) results for a structure of composition C33H44As2FFeN3O8.

XYZ file:
```
92
Properties=species:S:1:pos:R:3:forces:R:3:lowdin_spin:R:1
Fe -0.516 0.648 -1.304 0.06 0.03 0.01 3.72
F -3.231 -1.379 -6.064 -0.02 0.08 0.04 0.00
C -2.542 -0.245 -5.809 -0.01 -0.09 -0.02 0.00
C -2.795 0.486 -4.687 0.02 -0.01 0.06 0.00
C -2.036 1.632 -4.431 0.00 0.07 0.10 0.00
C -1.967 2.130 -3.050 -0.07 -0.08 0.04 0.01
O -2.568 1.540 -2.134 0.06 0.07 -0.18 0.02
C -1.059 3.222 -2.824 -0.08 0.00 0.00 0.00
C -0.347 3.727 -3.855 0.03 0.00 0.03 0.00
N -0.372 3.230 -5.121 -0.05 -0.04 -0.02 0.00
C 0.635 3.666 -6.052 -0.03 -0.01 0.00 0.00
C 0.188 4.234 -7.365 0.01 0.00 0.01 0.00
C 0.758 5.134 -6.305 -0.01 0.00 -0.01 0.00
C -1.118 2.090 -5.381 0.03 0.01 -0.03 0.00
C -0.823 1.276 -6.478 -0.07 0.05 -0.03 0.00
C -1.473 0.075 -6.650 0.28 0.08 -0.16 0.00
N -0.866 -0.908 -7.475 -0.48 -0.28 0.19 0.00
C -0.755 -2.253 -6.911 -0.12 -0.03 -0.02 0.00
C 0.692 -2.673 -7.124 0.13 -0.12 -0.02 0.00
N 1.182 -1.905 -8.338 -0.08 0.05 0.00 0.00
C 0.133 -1.858 -9.413 0.07 -0.03 0.03 0.00
C -1.018 -0.955 -8.907 0.20 0.14 0.06 0.00
C -0.612 3.590 -1.426 0.21 0.00 -0.07 0.01
O -0.475 4.762 -1.109 -0.07 -0.03 0.04 0.01
O -0.288 2.563 -0.718 -0.07 0.01 0.04 0.05
H -3.496 0.143 -3.938 0.00 -0.01 0.00 0.00
H 0.351 4.537 -3.688 -0.01 0.00 0.01 0.00
H 1.543 3.072 -6.030 0.01 0.00 0.00 0.00
H -0.879 4.279 -7.533 0.00 0.00 0.00 0.00
H 0.787 4.020 -8.240 0.00 0.00 0.00 0.00
H 0.069 5.785 -5.784 0.00 0.00 0.00 0.00
H 1.751 5.535 -6.443 0.00 0.00 0.00 0.00
H 0.043 1.482 -7.089 0.00 0.02 0.00 0.00
H -1.459 -2.943 -7.394 0.02 0.01 0.01 0.00
H -0.934 -2.270 -5.833 0.04 0.07 -0.08 0.00
H 0.823 -3.735 -7.325 -0.03 0.01 -0.04 0.00
H 1.291 -2.347 -6.272 -0.01 0.02 -0.02 0.00
H 2.064 -2.274 -8.681 0.00 0.00 0.01 0.00
H 1.321 -0.949 -7.997 0.03 0.00 0.06 0.00
H -0.190 -2.885 -9.567 0.00 0.00 -0.02 0.00
H 0.585 -1.489 -10.331 0.00 0.01 0.00 0.00
H -1.977 -1.372 -9.245 0.02 -0.02 0.01 0.00
H -0.918 0.052 -9.315 -0.03 0.00 -0.01 0.00
O -0.670 -2.498 -3.887 0.08 0.06 0.00 0.01
C -0.442 -1.465 -3.263 -0.14 -0.12 -0.11 0.01
O -0.942 -1.155 -2.128 0.02 0.01 0.01 0.05
C 0.518 -0.378 -3.874 0.09 0.04 0.25 0.00
O 1.059 -0.597 -4.966 0.04 0.02 -0.10 0.00
O 0.649 0.659 -3.154 -0.05 -0.01 -0.08 0.04
C -2.031 -2.203 0.708 0.01 0.00 -0.01 0.00
As -2.156 -0.262 0.584 -0.02 0.01 0.02 0.02
C -4.052 -0.150 0.154 0.00 0.00 -0.01 0.00
C -2.119 0.249 2.473 0.03 -0.03 0.00 0.01
C -1.791 -0.700 3.441 -0.01 0.00 0.00 0.00
C -1.652 -0.343 4.774 -0.01 0.01 0.00 0.00
C -1.842 0.977 5.154 0.00 -0.01 0.00 0.00
C -2.169 1.924 4.196 0.01 0.00 0.00 0.00
C -2.306 1.583 2.853 0.00 0.02 0.00 0.00
As -2.750 2.961 1.505 -0.01 -0.01 0.01 0.00
C -4.250 3.768 2.492 0.00 0.00 0.01 0.00
C -1.398 4.283 2.001 -0.01 0.01 -0.01 0.00
H -2.805 -2.617 1.354 0.00 0.00 0.00 0.00
H -1.048 -2.507 1.065 0.00 0.00 0.00 0.00
H -2.143 -2.570 -0.311 0.00 0.00 0.01 0.00
H -4.650 -0.574 0.960 0.00 0.00 0.00 0.00
H -4.205 -0.715 -0.765 0.00 0.00 0.00 0.00
H -4.322 0.888 -0.024 0.01 0.00 -0.01 0.00
H -1.641 -1.735 3.160 0.00 0.01 0.00 0.00
H -1.399 -1.095 5.511 0.01 0.00 0.00 0.00
H -1.734 1.269 6.192 0.00 0.00 0.00 0.00
H -2.308 2.953 4.505 -0.01 0.00 0.00 0.00
H -3.965 4.082 3.495 0.00 0.00 0.00 0.00
H -5.070 3.053 2.559 0.00 0.00 0.00 0.00
H -4.593 4.640 1.934 0.00 0.00 0.00 0.00
H -1.336 4.406 3.083 0.01 0.01 -0.01 0.00
H -1.669 5.228 1.533 0.01 0.01 0.00 0.00
H -0.441 3.979 1.585 0.01 -0.01 0.01 0.00
C 1.272 1.139 1.960 -0.02 -0.04 0.04 0.00
C 1.452 -0.108 1.116 -0.05 0.07 0.02 0.00
O 1.377 0.182 -0.282 0.06 -0.04 0.01 0.03
C 2.591 0.719 -0.828 -0.04 0.01 -0.02 0.00
C 3.448 -0.387 -1.405 -0.01 -0.02 -0.01 0.00
H 1.198 0.869 3.016 0.00 0.00 -0.01 0.00
H 0.358 1.654 1.667 -0.01 0.01 0.00 0.00
H 2.103 1.835 1.838 0.00 0.00 0.00 0.00
H 0.657 -0.827 1.317 0.00 0.01 -0.01 0.00
H 2.404 -0.605 1.327 0.02 -0.01 -0.01 0.00
H 3.116 1.275 -0.047 0.01 -0.01 -0.02 0.00
H 2.292 1.418 -1.605 0.01 0.02 0.00 0.00
H 3.710 -1.127 -0.646 0.00 0.00 0.00 0.00
H 4.374 0.027 -1.808 0.00 0.01 0.00 0.00
H 2.913 -0.887 -2.212 0.01 0.01 0.01 0.00
```
Forces are in eV/Å.

Results
Multiplicity   5
<S²>   6.01
ΔE to the lowest compared entry with this formula, charge and spin   0.0 kcal per mole
E_LUMO (spin up / spin down)   -0.0202 / -0.0202 Ha
Calculated total energy   -7885.2246 Eh
Gap between HOMO and LUMO (spin up / spin down)   6.64 / 6.80 eV